The following is a DFT calculation (ωB97M-V/def2-TZVPD) of a structure of composition C46H40N3O7P2Zr at a distorted geometry.

net charge: +1
orbital gap: 7.81 eV
molecular weight: 900.01 g mol⁻¹
highest occupied orbital energy: -10.95 eV
E_LUMO: -3.14 eV

CARTESIAN COORDINATES (ANGSTROEM)
1 N -1.02 -3.48 -0.35
2 C 0.44 3.99 -3.81
3 C 1.93 1.85 4.64
4 H 2.19 -7.15 0.18
5 H -0.24 0.49 -5.59
6 H -1.95 -5.41 4.20
7 C -0.24 4.02 0.93
8 H -5.64 -0.08 4.31
9 C 0.88 -2.80 -3.25
10 H 1.83 -2.31 -3.41
11 C 2.36 1.48 3.38
12 C -4.81 0.21 3.68
13 C 1.41 1.32 2.38
14 H -0.14 -0.35 -4.05
15 C -0.74 -3.39 -1.71
16 H -0.09 5.53 -5.21
17 H 0.25 2.30 5.90
18 C 0.28 -2.38 3.33
19 N 0.37 -2.69 -2.01
20 O 1.94 -0.43 0.85
21 H -1.61 -4.79 1.85
22 C -2.77 -0.34 2.54
23 H 4.40 -6.30 -0.52
24 C 1.34 -5.19 0.41
25 C 2.67 0.46 -2.88
26 C 0.58 2.04 4.90
27 C -1.37 5.73 -0.32
28 P 0.16 -2.67 0.63
29 P -1.12 1.35 1.18
30 O 3.76 0.26 -3.33
31 H -2.40 -4.56 -2.42
32 H -1.50 -4.65 -4.74
33 H 2.66 1.99 5.43
34 O -0.82 0.91 -1.83
35 N -1.80 0.26 -1.29
36 H 3.41 1.33 3.17
37 C 1.54 4.04 -2.96
38 C -2.35 3.54 -0.11
39 H -5.48 2.24 3.48
40 C 1.56 -3.82 0.31
41 H -3.17 2.87 -0.32
42 H 3.59 3.98 -1.33
43 H 4.40 2.86 -2.43
44 C -4.72 1.51 3.22
45 C 3.52 3.00 -1.81
46 C -0.30 -3.13 2.31
47 C 0.41 0.31 -4.73
48 H 0.50 6.01 0.69
49 C 0.09 2.77 -4.37
50 C 3.82 -4.24 -0.39
51 H -0.04 6.07 -3.53
52 C 2.80 -3.35 -0.10
53 C 0.26 -3.52 -4.24
54 C -0.30 5.32 0.45
55 C 0.79 1.61 -4.07
56 C -1.32 -4.56 3.96
57 C -0.71 -3.84 4.97
58 H 1.29 -0.23 -5.08
59 C 0.04 1.55 2.60
60 C -3.84 -0.72 3.34
61 C 2.36 -6.08 0.11
62 C 2.28 2.90 -2.65
63 C -1.47 -4.07 -2.68
64 H -2.01 -1.06 2.29
65 H -2.00 -3.43 -0.09
66 H -0.74 2.72 -5.06
67 H -1.39 5.08 -4.10
68 H 2.98 -2.29 -0.20
69 C -2.40 4.84 -0.59
70 C -3.64 1.90 2.43
71 O -2.90 0.68 -1.20
72 H -3.25 5.15 -1.19
73 H 0.54 -2.15 5.45
74 O 2.08 -0.45 -2.05
75 Zr 0.57 -0.35 -0.88
76 O -1.46 -0.94 -0.98
77 C -2.65 0.98 2.10
78 C -1.12 -4.21 2.63
79 C -0.97 -4.12 -3.96
80 H -1.41 6.74 -0.70
81 C 0.08 -2.74 4.66
82 C 1.67 0.79 1.02
83 H 4.79 -3.87 -0.70
84 H 0.61 3.72 1.53
85 H 0.89 -1.52 3.08
86 H -0.85 -4.13 6.00
87 H 1.85 5.00 -2.55
88 C 1.87 1.68 -3.18
89 H -3.92 -1.75 3.69
90 C -1.26 3.11 0.65
91 H 3.54 2.24 -1.03
92 O 1.27 1.45 0.00
93 C -0.31 5.24 -4.18
94 H -3.55 2.93 2.11
95 H 0.37 -5.57 0.71
96 H 0.71 -3.59 -5.23
97 C 3.61 -5.61 -0.28
98 H -1.41 2.07 4.10
99 C -0.36 1.89 3.89



The following is a DFT calculation (ωB97M-V/def2-TZVPD) of a structure of composition C46H40N4O5PbSeSi at a distorted geometry.

net charge: -2
orbital gap: 5.58 eV
molecular weight: 1043.09 g mol⁻¹
highest occupied orbital energy: -1.59 eV
E_LUMO: 4.00 eV

CARTESIAN COORDINATES (ANGSTROEM)
1 C 4.47 4.36 5.87
2 H 4.18 5.21 6.52
3 H -3.42 4.67 2.44
4 O -1.00 -2.85 0.27
5 C 1.70 1.44 -4.25
6 Se -2.84 2.23 0.96
7 H 5.09 -1.54 -2.88
8 C -2.24 -5.81 -2.39
9 H -2.79 -0.67 -3.35
10 C -2.87 0.97 5.83
11 C -4.55 -5.17 -1.97
12 C 0.86 3.72 -2.89
13 C 2.02 1.57 2.66
14 C -2.50 4.85 1.88
15 C 3.86 -3.32 -2.69
16 C 4.47 -1.04 1.13
17 C 2.56 -3.81 -2.62
18 H 0.92 -1.55 -5.34
19 N -0.73 6.33 1.30
20 O 2.11 -1.00 1.19
21 H -2.85 -2.58 -7.18
22 H 4.67 -4.03 -2.69
23 C 1.70 -1.51 -2.72
24 H 0.84 5.65 0.14
25 C -0.64 4.10 0.52
26 N -3.16 -2.57 1.03
27 H 1.16 3.13 3.92
28 C -0.88 -2.11 -6.37
29 C -4.11 -4.31 -0.98
30 C 0.80 1.30 -3.20
31 C -0.09 5.36 0.63
32 Pb -0.55 -0.37 0.96
33 H -5.47 -0.71 3.03
34 C 4.08 -1.94 -2.76
35 H 4.25 -1.73 0.28
36 C 4.45 2.23 3.99
37 C -2.25 -3.16 0.27
38 H -3.45 1.51 6.58
39 H 2.35 -4.87 -2.50
40 H -5.25 -2.30 3.71
41 H 4.91 -1.65 1.95
42 H -0.76 -4.87 -1.10
43 C -1.91 3.86 1.07
44 C 3.26 2.95 4.31
45 H -5.16 -2.10 1.96
46 H -4.79 -3.71 -0.42
47 H 0.27 0.24 4.76
48 C -3.54 0.15 4.91
49 C 1.51 -2.88 -2.62
50 C -2.24 -1.14 -4.15
51 C -0.81 0.19 4.86
52 H 3.26 0.01 -2.67
53 O -0.64 -0.32 -1.39
54 H -0.85 1.71 6.33
55 C -3.44 -1.33 2.90
56 H -1.56 -6.41 -2.97
57 H 5.21 4.69 5.12
58 H -0.13 3.27 0.09
59 C -1.80 -4.92 -1.41
60 H -0.31 -2.47 -7.20
61 C 2.07 2.56 3.69
62 H -4.05 -1.58 -5.21
63 C -0.17 -1.58 -5.27
64 H 4.85 3.51 6.44
65 C -1.46 1.03 5.75
66 N -1.45 -0.60 3.98
67 C -2.97 -1.63 -5.26
68 H 5.38 2.54 4.45
69 O 0.94 1.47 1.97
70 C 4.37 1.18 3.10
71 C -2.75 -4.15 -0.72
72 O 3.27 3.94 5.20
73 C -4.92 -1.63 2.90
74 C 1.74 3.86 -3.95
75 C -1.85 6.07 1.96
76 C 3.17 -0.39 1.56
77 H 2.84 2.81 -5.49
78 H 0.49 -3.21 -2.49
79 Si 0.18 -0.38 -2.74
80 H 2.00 4.87 -4.31
81 H -2.22 6.93 2.55
82 C -2.80 -0.62 3.96
83 H -5.60 -5.26 -2.19
84 H 5.28 0.63 2.92
85 H 5.18 -0.29 0.77
86 N -2.63 -1.85 1.97
87 H 0.53 4.61 -2.33
88 C 0.39 2.46 -2.54
89 C -3.62 -5.94 -2.68
90 H 2.05 0.57 -4.84
91 H -4.60 0.17 4.84
92 H -3.93 -6.65 -3.43
93 C -2.29 -2.14 -6.36
94 C -0.85 -1.10 -4.14
95 H -0.38 2.38 -1.80
96 C 2.18 2.72 -4.64
97 C 3.23 0.81 2.39
98 C 3.01 -1.04 -2.71



The following is a DFT calculation (ωB97M-V/def2-TZVPD) of a structure of composition C46H41Cl2N6P2SiTa at a distorted geometry.

net charge: +4
orbital gap: 5.87 eV
molecular weight: 1019.76 g mol⁻¹
highest occupied orbital energy: -18.61 eV
E_LUMO: -12.74 eV

CARTESIAN COORDINATES (ANGSTROEM)
1 C 2.60 1.58 -0.83
2 H 1.44 3.93 2.28
3 Ta -0.82 -0.48 0.10
4 H -3.76 2.81 -5.39
5 H -0.46 -4.44 -0.36
6 N -0.57 1.72 0.76
7 H 4.93 -4.58 0.51
8 H 3.33 -2.80 -5.25
9 P 0.31 0.75 -2.04
10 N -2.61 0.67 -0.56
11 C -1.72 2.43 0.80
12 H 0.57 -4.74 -1.76
13 C -2.04 -3.16 5.13
14 H -2.58 -0.84 -2.65
15 C -2.51 -2.15 4.30
16 C 2.74 -2.13 -4.63
17 H -3.07 4.07 -3.37
18 C 2.19 -2.59 -3.45
19 C -1.81 3.67 1.38
20 H -0.96 -3.90 -2.00
21 H 0.94 2.03 5.93
22 H -2.02 -0.75 2.76
23 H -4.25 -1.10 -2.69
24 H 2.97 -0.44 -5.95
25 C -2.88 1.83 0.12
26 Cl -3.74 -4.17 -1.67
27 H -0.13 0.33 4.51
28 C 3.45 1.55 3.69
29 H 4.51 2.08 -0.01
30 C -1.65 -1.58 3.37
31 N -6.24 2.33 -0.39
32 Si 0.81 -2.44 -1.05
33 C 1.44 -1.75 -2.63
34 C -0.67 4.23 1.95
35 C -0.12 -4.01 -1.31
36 C 2.11 -2.16 1.55
37 C 1.54 1.99 -1.65
38 C 0.52 3.53 1.88
39 H 3.39 0.19 2.04
40 H 3.14 -4.04 -1.07
41 H -0.35 -4.39 5.67
42 H 3.23 2.81 5.42
43 C 2.84 0.60 2.88
44 H -0.71 5.21 2.41
45 C -0.72 -3.60 5.02
46 C 0.14 -3.03 4.09
47 C -1.36 0.71 -4.25
48 C 0.86 0.68 4.27
49 C -1.60 2.62 -2.79
50 N -3.45 -0.84 -2.13
51 C -2.99 2.42 -4.75
52 H -2.76 4.18 1.38
53 H -3.37 -4.50 0.62
54 C 4.15 -3.33 2.08
55 H -1.30 3.19 -1.91
56 H 1.16 -3.38 4.03
57 H 2.36 -3.63 -3.17
58 H 1.64 1.07 -4.54
59 C 3.69 2.40 -0.64
60 C 2.54 -0.81 -5.02
61 H 4.46 1.87 3.48
62 C 1.47 1.64 5.07
63 C 2.76 2.07 4.78
64 H -0.86 -0.21 -4.53
65 H -2.69 -3.61 5.87
66 H 4.95 -3.56 2.77
67 H -3.53 -1.79 4.40
68 C 1.55 0.15 3.18
69 C -3.72 -3.72 -0.04
70 C 3.14 -2.46 2.45
71 H 2.76 5.00 -2.62
72 H 4.61 4.28 -1.15
73 H -6.39 3.15 0.19
74 H -7.02 1.92 -0.88
75 C -0.97 1.41 -3.11
76 P 0.77 -1.12 2.17
77 N -4.87 0.74 -1.29
78 C 3.12 -3.58 -0.08
79 C -5.04 1.81 -0.50
80 H 0.80 3.55 -2.96
81 C -3.67 0.23 -1.33
82 C 4.14 -3.90 0.81
83 H 1.45 1.73 1.21
84 C 2.70 4.05 -2.10
85 C 3.74 3.64 -1.28
86 C 1.59 3.23 -2.29
87 Cl -2.41 -2.32 0.35
88 H 2.58 0.59 -0.38
89 H -2.64 0.69 -5.98
90 C 0.53 2.28 1.29
91 H -4.64 -3.23 0.27
92 C 1.23 -0.44 -3.04
93 C -0.33 -2.02 3.26
94 C -2.36 1.22 -5.07
95 H 3.17 -2.01 3.44
96 C -2.60 3.12 -3.61
97 C 1.79 0.04 -4.23
98 C 2.10 -2.71 0.27
99 N -4.02 2.43 0.18